# 1
{
  "formula": "C5H5NO2",
  "method": "wB97M-V/def2-TZVPD",
  "e_lumo_ha": 0.0308,
  "e_homo_ha": -0.3274,
  "e_tot_ev": -10847.8378,
  "de_lowest_ev": 3.477,
  "mol_weight_g_mol": 111.10,
  "gap_ev": 9.75,
  "fmax_ev_per_a": 5.859,
  "smiles": "c1nc2c(o1)CCO2",
  "species": ["C", "N", "C", "C", "O", "C", "C", "O", "H", "H", "H", "H", "H"],
  "coordinates": [[-2.479, -0.231, -0.012], [-1.783, -1.382, 0.011], [-0.407, -0.904, -0.277], [-0.435, 0.393, -0.355], [-1.739, 0.807, -0.029], [0.959, 0.939, -0.058], [1.786, -0.294, 0.065], [0.841, -1.574, -0.101], [-3.648, -0.227, 0.270], [1.003, 1.661, 0.866], [1.181, 1.587, -0.852], [2.567, -0.345, -0.615], [2.154, -0.431, 1.089]]
}

***

# 2
{
  "formula": "C19H25BF4N8ReS2",
  "method": "wB97M-V/def2-TZVPD",
  "e_lumo_ha": [-0.2833, -0.2705],
  "e_homo_ha": [-0.5160, -0.5236],
  "e_tot_ev": -67371.4595,
  "de_lowest_ev": 0.000,
  "total_charge": 2,
  "mol_weight_g_mol": 702.61,
  "spin_multiplicity": 2,
  "gap_ev": [6.33, 6.89],
  "fmax_ev_per_a": 0.602,
  "species": ["Re", "N", "C", "C", "C", "C", "C", "N", "C", "C", "C", "C", "C", "N", "H", "H", "H", "H", "H", "H", "H", "H", "H", "C", "C", "N", "C", "S", "N", "C", "C", "H", "H", "H", "H", "H", "H", "H", "H", "H", "H", "H", "H", "F", "B", "F", "F", "F", "S", "C", "N", "N", "C", "C", "C", "N", "H", "H", "H", "H"],
  "coordinates": [[0.690, -0.206, 0.521], [3.217, -0.604, 2.660], [2.050, -0.301, 3.324], [2.118, -0.302, 4.725], [1.007, 0.012, 5.458], [-0.176, 0.330, 4.782], [-0.174, 0.291, 3.421], [0.917, -0.037, 2.666], [3.676, -0.356, 1.377], [5.068, -0.374, 1.224], [5.624, -0.145, -0.006], [4.773, 0.113, -1.080], [3.427, 0.110, -0.857], [2.843, -0.134, 0.351], [3.970, -0.821, 3.292], [3.060, -0.529, 5.208], [1.051, 0.025, 6.539], [-1.078, 0.603, 5.310], [-1.067, 0.533, 2.871], [5.690, -0.554, 2.092], [6.699, -0.151, -0.132], [5.148, 0.316, -2.072], [2.765, 0.323, -1.679], [-3.108, 1.857, -4.316], [-2.932, 1.934, -2.806], [-1.605, 1.483, -2.366], [-1.237, 0.231, -2.209], [0.462, -0.054, -1.778], [-2.069, -0.770, -2.432], [-1.734, -2.204, -2.388], [-1.344, -2.740, -3.754], [-4.102, 2.211, -4.590], [-2.999, 0.840, -4.696], [-2.372, 2.483, -4.820], [-3.689, 1.350, -2.274], [-3.033, 2.959, -2.458], [-0.915, 2.189, -2.145], [-2.974, -0.539, -2.817], [-2.611, -2.717, -1.995], [-0.926, -2.331, -1.670], [-2.162, -2.633, -4.468], [-1.100, -3.799, -3.683], [-0.472, -2.212, -4.141], [0.669, 1.723, 0.697], [0.572, 3.723, 0.244], [-0.524, 3.569, -0.535], [0.408, 4.122, 1.490], [1.753, 3.767, -0.349], [0.862, -4.841, 0.844], [0.770, -3.296, 0.759], [0.670, -2.090, 0.693], [-2.194, -1.281, 0.895], [-3.499, -0.992, 1.026], [-3.625, 0.375, 0.912], [-2.324, 0.845, 0.712], [-1.461, -0.170, 0.703], [-1.733, -2.175, 0.951], [-4.227, -1.769, 1.197], [-4.530, 0.954, 0.982], [-1.963, 1.856, 0.588]]
}

***

# 3
{
  "formula": "C4H4N2",
  "method": "wB97M-V/def2-TZVPD",
  "e_lumo_ha": [-0.0354, -0.0479],
  "e_homo_ha": [-0.3360, -0.3662],
  "e_tot_ev": -7187.7510,
  "de_lowest_ev": 4.938,
  "mol_weight_g_mol": 80.09,
  "gap_ev": [8.18, 8.66],
  "fmax_ev_per_a": 1.671,
  "species": ["N", "C", "C", "C", "C", "N", "H", "H", "H", "H"],
  "coordinates": [[-0.167, -1.418, -0.637], [-0.322, 0.634, 0.691], [0.444, -0.325, -0.032], [1.699, 0.053, 0.067], [-0.707, 1.880, 0.127], [-1.144, 2.824, -0.391], [-0.897, -1.097, -1.255], [-0.454, -2.167, -0.025], [-1.007, 0.247, 1.455], [2.555, -0.631, -0.001]]
}